The following is a DFT calculation (the ωB97M-V functional and the def2-TZVPD basis) of the molecule C6H7P in a non-equilibrium geometry.

```
14
Properties=species:S:1:pos:R:3:nbo_charge:R:1
C 2.229 -0.412 0.376 -0.39
C 0.900 -0.363 0.446 -0.05
C 0.137 -1.585 0.394 -0.60
P -1.521 -1.377 0.049 0.69
C -1.217 0.364 -0.298 -0.32
C -2.099 0.935 -1.117 -0.38
C 0.055 0.855 0.305 -0.49
H 2.888 0.426 0.607 0.21
H 2.549 -1.495 0.286 0.20
H 0.417 -2.605 0.686 0.24
H -3.117 0.504 -1.314 0.21
H -1.794 1.856 -1.612 0.20
H -0.229 1.321 1.326 0.24
H 0.800 1.578 -0.135 0.24
```

Summary:
molar mass	110.096	g mol⁻¹
HOMO	-8.04	eV
energy above the lowest of the compared OMol25 structures with the same formula, charge and spin	216.49	kJ/mol
gap between HOMO and LUMO	7.94	eV
lowest unoccupied orbital energy	-0.00381	hartree
charge	0


The following is a DFT calculation (the ωB97M-V functional and the def2-TZVPD basis) of a structure of composition C2H8LiO6S in a non-equilibrium geometry.

```
18
Properties=species:S:1:pos:R:3:nbo_charge:R:1
Li 5.613 42.827 2.460 0.92
S 7.474 40.851 0.641 2.67
O 6.505 41.664 1.284 -1.24
O 6.935 40.335 -0.584 -1.13
O 8.605 41.671 0.363 -1.12
O 7.787 39.698 1.450 -1.13
C 3.331 44.227 3.013 -0.28
O 4.116 44.224 1.892 -0.72
H 2.321 44.662 3.008 0.17
H 3.722 45.018 3.692 0.17
H 3.093 43.173 3.498 0.20
H 4.082 44.954 1.433 0.48
C 6.811 42.591 5.339 -0.24
O 6.646 43.292 4.040 -0.78
H 5.856 42.729 5.859 0.16
H 7.497 43.061 6.116 0.18
H 6.819 41.618 5.397 0.20
H 7.415 43.994 4.078 0.50
```

Summary:
molar mass	167.088	g mol⁻¹
HOMO	-2.08	eV
energy above the lowest of the compared OMol25 structures with the same formula, charge and spin	86.81	kJ/mol
gap between HOMO and LUMO	3.84	eV
lowest unoccupied orbital energy	0.06472	hartree
charge	-1


The following is a DFT calculation (the ωB97M-V functional and the def2-TZVPD basis) of a cluster of 6 separate species, C24H48O20P4 in total in a non-equilibrium geometry.

```
96
Properties=species:S:1:pos:R:3:lowdin_charge:R:1
C -23.115 12.529 -6.684 -0.10
O -23.293 12.985 -5.337 -0.23
P -21.969 12.829 -4.374 0.44
O -20.716 13.150 -5.077 -0.23
O -22.359 13.810 -3.130 -0.21
C -23.612 13.615 -2.530 -0.14
O -22.068 11.325 -3.854 -0.23
C -20.874 10.722 -3.340 -0.07
H -23.009 13.467 -7.228 0.09
H -23.979 11.979 -7.057 0.09
H -22.270 11.858 -6.842 0.06
H -24.181 12.700 -2.696 0.09
H -24.153 14.496 -2.876 0.09
H -23.534 13.750 -1.451 0.09
H -20.040 11.390 -3.124 0.08
H -20.660 10.013 -4.139 0.08
H -21.191 10.137 -2.477 0.10
C -23.099 4.481 -7.259 -0.12
O -22.719 5.771 -7.603 -0.19
P -21.424 6.361 -6.940 0.41
O -21.376 6.261 -5.444 -0.25
O -20.154 5.630 -7.619 -0.21
C -18.866 6.159 -7.520 -0.12
O -21.332 7.825 -7.551 -0.20
C -21.896 8.915 -6.886 -0.11
H -23.166 4.400 -6.174 0.09
H -22.370 3.747 -7.601 0.09
H -24.026 4.180 -7.746 0.09
H -18.123 5.374 -7.378 0.09
H -18.817 6.842 -6.672 0.09
H -18.591 6.739 -8.401 0.09
H -22.669 9.357 -7.516 0.09
H -21.101 9.630 -6.676 0.07
H -22.248 8.585 -5.909 0.09
C -18.566 14.073 -9.519 -0.13
O -17.581 14.595 -8.670 -0.21
P -16.035 14.479 -9.075 0.49
O -15.638 13.094 -9.512 -0.27
O -15.885 15.677 -10.175 -0.22
C -14.660 16.102 -10.749 -0.10
O -15.316 14.868 -7.659 -0.24
C -15.560 14.268 -6.434 -0.13
H -18.306 13.690 -10.505 0.10
H -19.356 14.811 -9.660 0.09
H -19.117 13.325 -8.950 0.08
H -13.747 15.619 -10.401 0.09
H -14.625 17.191 -10.716 0.09
H -14.730 15.773 -11.786 0.09
H -16.511 14.632 -6.046 0.09
H -14.752 14.519 -5.747 0.09
H -15.594 13.191 -6.600 0.08
C -17.154 12.964 -2.919 -0.13
O -17.171 11.595 -3.055 -0.19
P -16.850 10.828 -4.436 0.47
O -16.937 9.361 -4.481 -0.23
O -17.724 11.582 -5.591 -0.23
C -17.819 10.990 -6.870 -0.09
O -15.315 11.295 -4.755 -0.25
C -14.287 10.906 -3.906 -0.12
H -16.434 13.474 -3.558 0.09
H -16.966 13.258 -1.886 0.07
H -18.090 13.499 -3.073 0.09
H -16.989 10.317 -7.085 0.09
H -17.812 11.797 -7.602 0.08
H -18.729 10.391 -6.838 0.08
H -13.397 10.819 -4.530 0.08
H -14.412 9.915 -3.470 0.09
H -14.291 11.634 -3.095 0.09
O -10.468 16.282 -7.161 0.02
C -10.650 15.185 -6.290 -0.28
C -11.614 14.237 -6.533 -0.02
C -11.785 13.183 -5.639 -0.01
C -10.984 13.035 -4.513 -0.36
O -11.052 11.890 -3.839 0.04
C -10.005 13.973 -4.210 -0.01
C -9.845 15.024 -5.115 -0.02
H -9.609 16.691 -7.034 0.09
H -12.343 14.333 -7.324 0.11
H -12.514 12.437 -5.919 0.11
H -10.215 11.479 -3.614 0.12
H -9.384 13.878 -3.331 0.11
H -9.091 15.768 -4.903 0.10
O -16.126 12.020 0.313 0.03
C -14.827 12.490 0.284 -0.32
C -13.786 11.693 0.645 -0.06
C -12.505 12.109 0.632 -0.04
C -12.189 13.360 0.099 -0.29
O -10.865 13.801 0.168 0.02
C -13.230 14.234 -0.261 0.01
C -14.562 13.784 -0.189 0.00
H -16.223 11.075 0.446 0.11
H -14.030 10.712 1.023 0.12
H -11.756 11.527 1.148 0.12
H -10.353 13.055 0.488 0.09
H -12.977 15.244 -0.548 0.11
H -15.451 14.308 -0.508 0.11
```

Summary:
molar mass	780.524	g mol⁻¹
HOMO	-8.19	eV
gap between HOMO and LUMO	8.68	eV
lowest unoccupied orbital energy	0.01806	hartree
charge	0


The following is a DFT calculation (the ωB97M-V functional and the def2-TZVPD basis) of a cluster of 2 separate species, C3H8N2S3 in total in a non-equilibrium geometry.

```
16
Properties=species:S:1:pos:R:3:nbo_charge:R:1
C 1.644 1.785 -0.456 -0.08
N 0.741 1.033 -0.934 -0.61
S 0.132 -0.291 -0.290 0.37
S 0.421 -0.323 1.753 -0.07
S -1.120 0.767 2.295 0.30
N -0.621 2.336 2.445 -1.03
H 2.005 2.639 -1.023 0.17
H 2.387 1.600 0.428 0.17
H -0.752 2.851 1.576 0.40
H -0.703 2.725 3.361 0.40
C 1.124 -2.070 -4.052 -0.40
C 0.406 -2.073 -2.885 -0.39
H 1.828 -2.892 -4.339 0.20
H 0.917 -1.342 -4.823 0.20
H 0.255 -2.795 -2.054 0.20
H -0.269 -1.274 -2.540 0.18
```

Summary:
molar mass	168.312	g mol⁻¹
HOMO	-8.63	eV
energy above the lowest of the compared OMol25 structures with the same formula, charge and spin	188.53	kJ/mol
gap between HOMO and LUMO	9.00	eV
lowest unoccupied orbital energy	0.01360	hartree
charge	0


- What is the formula in the third record?
  C24H48O20P4


- Which value of lowest unoccupied orbital energy does entry 4 give?
  0.01360 hartree


- Among the records above, which one has the lowest lowest unoccupied orbital energy?
  C6H7P


- The lowest molar mass belongs to which entry?
  C6H7P